1 | Below is a cluster of 2 separate species, C6H16 in total, with properties calculated with ωB97M-V with the def2-TZVPD basis set.

The gap between HOMO and LUMO comes out at 12.3480 eV. The net charge is 0.

Each line ends with the Löwdin charge.
Positions of all 22 atoms, in Å:
1 H -1.730 1.160 2.692  0.06
2 C 1.936 -0.971 -1.104  -0.31
3 H 2.194 1.235 -1.187  0.06
4 C -1.673 -0.014 0.830  -0.30
5 H 2.617 -1.625 -1.638  0.09
6 C -3.009 -0.156 0.091  -0.12
7 H -0.863 -0.007 0.104  0.07
8 H 0.792 0.662 -2.085  0.06
9 H -3.711 -0.828 0.582  0.06
10 C 1.814 0.411 -1.778  -0.12
11 H 1.826 -0.180 0.909  0.05
12 H -0.419 1.558 1.596  0.06
13 H 2.365 0.438 -2.722  0.06
14 H 3.455 -0.328 0.239  0.07
15 H -3.490 0.783 -0.183  0.06
16 H 2.569 -1.768 0.834  0.07
17 C 2.476 -0.811 0.315  -0.13
18 H -1.601 -0.894 1.470  0.10
19 H -2.847 -0.669 -0.866  0.06
20 H -2.146 2.073 1.294  0.06
21 C -1.475 1.294 1.637  -0.11
22 H 0.919 -1.361 -1.029  0.08

2 | Below is a cluster of 2 separate species, C6H16 in total, with properties calculated with ωB97M-V with the def2-TZVPD basis set.

The gap between HOMO and LUMO comes out at 12.3128 eV. The net charge is 0.

Each line ends with the Löwdin charge.
Positions of all 22 atoms, in Å:
1 C -1.642 0.983 0.899  -0.31
2 H 1.663 -2.061 -2.620  0.07
3 C -2.528 -0.153 1.479  -0.11
4 H -3.490 -0.309 1.004  0.06
5 H 0.167 0.057 1.609  0.05
6 H 0.373 1.679 1.280  0.07
7 H 2.363 -2.409 -0.964  0.06
8 H 2.073 1.126 -0.966  0.07
9 C 0.925 -0.786 -1.013  -0.29
10 C 1.192 0.693 -1.459  -0.12
11 H 0.930 -0.905 0.060  0.06
12 H -1.424 0.808 -0.150  0.07
13 C -0.378 0.997 1.701  -0.15
14 H -2.164 1.925 1.040  0.10
15 H -2.568 -0.004 2.561  0.07
16 H 0.341 1.348 -1.330  0.05
17 H 2.920 -1.095 -1.876  0.06
18 H 1.696 0.605 -2.429  0.06
19 C 2.008 -1.661 -1.671  -0.12
20 H -1.931 -1.071 1.460  0.07
21 H -0.082 -0.974 -1.379  0.09
22 H -0.444 1.207 2.765  0.08

Most stable pick: 1. Distance to second place: 0.224 eV.

1 | Below is the molecule C5H11N3, with properties calculated with ωB97M-V with the def2-TZVPD basis set.

The gap between HOMO and LUMO comes out at 9.7611 eV. The net charge is 0.

Each line ends with the Löwdin charge.
Positions of all 19 atoms, in Å:
1 C -2.906 0.501 0.124  -0.07
2 H 2.707 0.800 -1.147  0.13
3 H 2.228 2.356 0.502  0.13
4 H -2.542 1.511 0.209  0.06
5 H 2.108 -1.525 -1.104  0.15
6 N 0.239 -1.379 -0.302  -0.06
7 N 1.588 1.464 0.506  -0.03
8 H -2.080 -1.657 -0.349  0.13
9 H -3.611 0.250 0.859  0.05
10 C 1.203 -1.417 0.842  -0.08
11 H -3.543 0.626 -0.755  0.07
12 C 1.683 0.651 -0.602  -0.33
13 N -0.605 -0.231 -0.158  0.01
14 H 1.432 -2.431 1.155  0.11
15 C 1.519 -0.876 -0.392  -0.38
16 H 0.913 -0.789 1.648  0.10
17 H 0.617 1.782 0.560  0.06
18 C -1.846 -0.558 -0.197  -0.15
19 H 0.898 0.922 -1.397  0.12

2 | Below is the molecule C5H11N3, with properties calculated with ωB97M-V with the def2-TZVPD basis set.

The gap between HOMO and LUMO comes out at 7.8025 eV. The net charge is 0.

Each line ends with the Löwdin charge.
Positions of all 19 atoms, in Å:
1 H 1.804 1.907 0.589  0.08
2 H -1.905 -1.292 -1.290  0.08
3 H -0.363 2.643 -0.633  0.09
4 H -0.543 -1.197 -2.260  0.07
5 N -0.894 -1.371 -1.329  0.07
6 C 1.723 0.958 0.053  -0.07
7 C 0.291 0.645 -0.310  -0.26
8 H 0.211 1.857 -2.099  0.08
9 H -1.163 -2.148 2.529  0.09
10 C -0.366 -0.979 1.067  -0.47
11 H -0.733 -2.968 1.009  0.09
12 C -0.216 -0.686 -0.304  -0.32
13 C -0.353 1.693 -1.175  -0.05
14 H -1.381 1.434 -1.433  0.08
15 H 2.165 0.172 0.667  0.08
16 H 0.445 0.301 2.388  0.05
17 H 2.315 1.039 -0.868  0.09
18 N -0.681 -2.184 1.643  0.13
19 N -0.356 0.176 1.757  0.08

3 | Below is a cluster of 2 separate species, C5H11N3 in total, with properties calculated with ωB97M-V with the def2-TZVPD basis set.

The gap between HOMO and LUMO comes out at 8.7025 eV. The net charge is 0.

Each line ends with the Löwdin charge.
Positions of all 19 atoms, in Å:
1 H 0.803 0.167 2.684  0.05
2 H -0.892 -3.011 1.138  0.11
3 H 1.003 2.135 0.450  0.12
4 H -1.188 -2.659 -1.147  0.07
5 N 0.742 1.610 -0.366  -0.06
6 H 2.694 1.200 -0.913  0.08
7 C -0.193 -0.058 2.322  -0.04
8 C -0.660 -2.046 0.705  -0.23
9 C 1.720 0.712 -0.921  -0.09
10 H 1.781 -0.225 -0.352  0.08
11 H -0.978 0.586 2.699  0.05
12 C -0.435 -1.035 1.501  -0.13
13 C -0.563 1.526 -0.674  -0.35
14 N -0.999 0.712 -1.545  0.05
15 H -0.547 -1.104 -1.097  0.02
16 H -1.178 2.261 -0.132  0.13
17 H -1.993 0.787 -1.725  0.05
18 N -0.537 -2.043 -0.684  0.03
19 H 1.421 0.486 -1.941  0.08

Most stable pick: 3. Distance to second place: 0.737 eV.

1 | Below is a structure of composition C3H4O2, with properties calculated with ωB97M-V with the def2-TZVPD basis set.

The gap between HOMO and LUMO (alpha / beta) comes out at 9.0580 / 9.0556 eV. The net charge is 0.

Each line ends with the Löwdin charge.
Positions of all 9 atoms, in Å:
1 H 0.777 -1.216 -2.127  0.12
2 H -1.043 1.024 -0.528  0.09
3 C 0.280 -0.368 0.551  -0.02
4 H -1.213 0.763 1.417  0.10
5 C -0.639 0.544 0.429  -0.08
6 O 2.699 -2.842 -1.447  -0.16
7 O 2.022 -1.973 -0.684  -0.18
8 C 1.203 -1.141 -1.100  0.04
9 H 0.724 -1.074 1.312  0.10

2 | Below is a structure of composition C3H4O2, with properties calculated with ωB97M-V with the def2-TZVPD basis set.

The gap between HOMO and LUMO (alpha / beta) comes out at 8.6312 / 8.6332 eV. The net charge is 0.

Each line ends with the Löwdin charge.
Positions of all 9 atoms, in Å:
1 O 1.479 -0.136 0.932  0.08
2 H 0.157 -1.281 -1.677  0.12
3 C -0.789 0.641 -1.009  -0.09
4 H -1.293 1.215 -1.789  0.13
5 C -0.055 -0.448 -0.964  -0.03
6 H 1.541 0.144 1.886  0.16
7 H -0.753 -1.061 1.857  0.14
8 O -0.574 1.051 0.320  -0.06
9 C 0.286 -0.125 0.444  -0.45

Most stable pick: 2. Distance to second place: 2.411 eV.